# C50H102F15N4O13

A molecular structure, C50H102F15N4O13 at a distorted geometry (wB97M-V/def2-TZVPD, OMol25).

Each line ends with the Mulliken charge.
Positions of all 184 atoms, in Å:
C  20.34559  0.48773  -1.79174  -0.870
C  20.01247  -0.26030  -0.48143  -0.896
C  19.37170  -1.65649  -0.60764  -0.961
C  20.09178  -2.56039  -1.62171  -0.326
N  19.67192  -4.02186  -1.57050  0.728
C  20.24139  -4.93060  -2.67208  -1.114
C  21.75045  -5.01318  -2.44274  0.673
C  21.81396  -4.98145  -0.90490  -1.015
C  20.40678  -4.59052  -0.36936  -0.571
C  18.15981  -4.19264  -1.44540  -1.098
C  17.43294  -3.91537  -2.77411  -0.388
C  16.00566  -3.44397  -2.54973  -1.547
H  20.94574  1.36006  -1.52006  0.415
H  19.39814  0.76101  -2.25213  0.329
H  21.08052  0.02348  -2.45045  -0.105
H  19.46066  0.41100  0.17689  0.434
H  20.95957  -0.34262  0.06416  0.377
H  18.33908  -1.48664  -0.92367  0.385
H  19.36822  -2.15465  0.36283  0.360
H  21.11421  -2.39475  -1.28304  0.274
H  19.94274  -2.27557  -2.66130  0.443
H  19.70269  -5.87280  -2.59473  0.476
H  20.03853  -4.46618  -3.63784  0.367
H  22.11299  -5.97301  -2.80512  0.179
H  22.30565  -4.21633  -2.93566  -0.497
H  22.22162  -5.94865  -0.61948  0.495
H  22.51207  -4.21047  -0.57834  0.262
H  19.90539  -5.51637  -0.08901  0.445
H  20.48876  -3.89948  0.46222  0.363
H  17.93162  -3.49602  -0.64196  0.736
H  17.93319  -5.16907  -1.01974  0.515
H  17.29758  -4.88055  -3.27076  0.374
H  17.99082  -3.37833  -3.54028  0.475
H  15.75226  -2.70737  -1.78440  0.353
H  15.34461  -4.27139  -2.28455  0.382
H  15.68535  -3.03167  -3.50780  0.378
C  22.90361  -5.91463  -5.88922  0.465
C  24.10753  -5.12539  -6.17675  0.320
O  25.18920  -5.58397  -6.00446  -0.454
N  23.83421  -3.72474  -6.74121  1.251
H  23.41462  -3.86891  -7.68929  0.365
H  23.11337  -3.21626  -6.19292  0.202
C  25.08473  -2.86225  -6.80765  -1.647
H  23.21993  -6.95195  -5.99048  -0.210
H  21.94014  -5.77544  -6.37505  0.322
H  22.56852  -5.86034  -4.84936  -0.957
H  24.87983  -1.90284  -7.26639  0.199
H  25.87905  -3.35279  -7.36268  0.969
H  25.42537  -2.76091  -5.77983  0.260
C  26.34925  -5.52596  -10.57238  -0.860
C  26.80101  -5.94602  -9.15536  0.076
N  26.83091  -7.39101  -8.75051  1.489
C  27.49573  -7.55254  -7.40819  -1.060
C  25.34064  -7.85643  -8.70553  0.902
C  25.18039  -9.39234  -8.59200  -1.625
C  27.50744  -8.24323  -9.83089  -0.643
C  28.98147  -8.00649  -9.97613  -1.265
O  29.29910  -6.67648  -10.33284  -0.073
C  30.70588  -6.47593  -10.54938  -0.724
H  27.15677  -5.63362  -11.29434  0.345
H  26.22331  -4.43842  -10.60237  -0.053
H  25.33461  -5.83790  -10.81199  -0.074
H  26.23728  -5.37125  -8.42231  -0.248
H  27.81669  -5.56993  -9.06952  0.689
H  27.04398  -6.87800  -6.68721  0.092
H  28.55725  -7.32718  -7.46170  0.364
H  27.39660  -8.59149  -7.10222  0.552
H  25.03827  -7.56822  -9.70965  -0.023
H  24.74934  -7.35298  -7.94720  -0.385
H  24.20471  -9.73505  -8.26361  0.341
H  25.92906  -9.81136  -7.91697  0.354
H  25.42432  -9.80161  -9.57231  0.388
H  27.02199  -8.01222  -10.77754  0.384
H  27.32711  -9.25534  -9.48109  0.614
H  29.33255  -8.65284  -10.79108  0.526
H  29.53264  -8.32100  -9.08420  0.478
H  30.69218  -5.41128  -10.78650  0.034
H  30.89711  -6.95187  -11.51508  0.364
H  31.29304  -6.74111  -9.67342  0.326
C  28.67165  1.71709  -11.81966  -0.817
C  29.46630  1.48834  -10.55078  -0.550
N  28.99710  0.27831  -9.71599  1.142
C  27.51584  0.57556  -9.49155  -1.026
C  29.08552  -1.19993  -10.27136  0.756
C  30.30227  -1.32850  -11.19876  -1.667
C  29.75351  0.32685  -8.37764  -1.794
C  28.98340  -0.34469  -7.25873  1.000
O  28.08041  0.61184  -6.74330  -0.518
C  26.90561  -0.00299  -6.24066  -0.272
H  27.59172  1.74848  -11.68826  0.122
H  28.91781  0.89978  -12.50180  0.012
H  28.82641  2.60192  -12.43912  0.378
H  29.47351  2.44614  -10.03328  0.402
H  30.47977  1.18634  -10.81402  0.556
H  27.14006  -0.22415  -8.85564  -0.268
H  27.00913  0.37861  -10.43460  0.259
H  27.33940  1.55581  -9.06217  0.005
H  28.16229  -1.41324  -10.82312  -0.992
H  29.22055  -1.79714  -9.37396  0.225
H  30.17358  -0.74544  -12.10715  0.239
H  30.42326  -2.40645  -11.32387  0.257
H  31.31127  -1.08554  -10.85049  0.369
H  29.94167  1.36480  -8.11375  0.492
H  30.68798  -0.19006  -8.59833  0.406
H  29.73371  -0.47604  -6.47279  0.583
H  28.49944  -1.23903  -7.64852  -0.766
H  26.18712  0.78465  -6.01462  0.166
H  27.19457  -0.35521  -5.24131  0.522
H  26.45076  -0.80903  -6.81662  -0.246
C  21.85741  -5.19788  -9.74625  -0.649
O  22.12198  -6.34856  -8.91522  0.620
O  22.34447  -4.15485  -9.05258  -1.033
C  22.29273  -5.50712  -11.21730  0.726
F  23.46502  -6.22088  -11.36856  -0.340
F  21.37457  -6.27232  -11.86047  -0.310
F  22.46823  -4.42834  -11.99944  -0.302
C  21.27646  -7.46203  -9.13481  -0.712
C  21.25445  -8.17445  -7.77662  -0.478
H  20.65170  -9.08297  -7.86692  0.576
H  22.27124  -8.42763  -7.48985  -0.287
H  20.71029  -7.64603  -6.99222  0.109
H  21.60098  -8.20376  -9.87221  0.232
H  20.24065  -7.23439  -9.40473  0.379
H  20.76986  -5.06374  -9.82950  0.237
C  29.98302  -4.68502  -4.95555  -0.267
O  29.72155  -3.85180  -3.84157  -0.082
O  29.68363  -5.95563  -4.59686  -0.927
C  29.15691  -4.09856  -6.15423  0.716
F  29.82123  -3.17436  -6.88285  -0.299
F  28.72063  -5.02131  -6.97010  -0.269
F  28.07250  -3.34612  -5.76218  -0.104
C  30.83852  -3.53858  -3.01502  -0.295
C  30.21534  -2.75393  -1.90607  -1.236
H  29.76236  -1.81169  -2.22296  0.258
H  29.36103  -3.27752  -1.47558  0.297
H  30.96739  -2.49330  -1.15531  0.383
H  31.54193  -2.89465  -3.56236  0.296
H  31.46188  -4.37767  -2.69637  0.348
H  31.00765  -4.56531  -5.35165  0.061
C  22.54881  -11.45445  -4.52855  -0.124
O  21.61540  -10.46807  -4.09450  -0.270
O  22.54337  -12.47983  -3.65025  -0.904
C  22.26262  -11.71111  -6.05761  0.740
F  20.91645  -11.68934  -6.22839  -0.285
F  22.79079  -10.71047  -6.80903  -0.186
F  22.76862  -12.84033  -6.55167  -0.297
C  21.99201  -9.11516  -4.16196  0.402
C  20.69854  -8.33773  -3.92032  -0.896
H  20.57092  -8.23121  -2.83996  0.223
H  20.63244  -7.32227  -4.32392  0.049
H  19.93746  -8.94055  -4.41689  0.550
H  22.36488  -8.79624  -5.13964  -0.167
H  22.64663  -8.66642  -3.40302  0.208
H  23.50396  -10.95754  -4.25679  0.129
C  26.90194  -0.78435  -11.21007  0.807
O  26.15415  -0.62172  -12.39260  -0.321
O  27.98854  0.03088  -11.26581  -0.500
C  25.99881  -0.82867  -9.95578  0.546
F  25.58339  0.39610  -9.57789  -0.192
F  24.83997  -1.55506  -10.06326  -0.296
F  26.57647  -1.36443  -8.82566  0.392
C  25.32689  -1.61732  -12.94505  0.199
C  24.54521  -0.98187  -14.11246  -1.387
H  24.98397  -0.06956  -14.51340  0.303
H  24.43381  -1.70016  -14.92376  0.371
H  23.57366  -0.68277  -13.71373  0.356
H  24.69514  -2.05550  -12.17427  0.138
H  25.87987  -2.45789  -13.38853  0.173
H  27.27539  -1.83394  -11.20332  0.566
C  22.52439  -1.24224  -4.58382  -0.336
O  23.04999  -0.68394  -5.80601  0.289
O  21.95575  -2.39703  -4.88602  -0.952
C  23.62111  -1.17203  -3.46779  0.527
F  24.75198  -1.83819  -3.77357  -0.191
F  24.00681  0.06365  -3.11950  -0.320
F  23.14147  -1.78525  -2.34480  -0.186
C  22.99604  0.68492  -6.06784  -0.611
C  23.73772  0.98378  -7.38607  -1.170
H  24.12005  2.00436  -7.44410  0.410
H  24.55381  0.26643  -7.46927  0.112
H  23.15187  0.86679  -8.29835  0.422
H  23.46917  1.27563  -5.27918  0.382
H  21.96644  0.97615  -6.30907  0.277
H  21.81237  -0.47828  -4.21924  0.197

Computed properties:
LUMO   1.1432 eV
HOMO   -3.695 eV
ΔE to the lowest compared entry with this formula, charge and spin   9.2976 eV
Multiplicity   1
Orbital gap   4.84 eV
Total energy   -126819.13477 eV
Net charge   -1